This record from the OMol25 dataset describes a molecular structure, C30H91CaN15O6P5 in a non-equilibrium geometry. The level of theory is ωB97M-V/def2-TZVPD.

Each line ends with the Mulliken charge.
Atoms and positions in Å:
Ca -2.337 2.617 -2.184  1.313
O -1.030 1.070 -1.324  -0.225
H -0.446 0.968 -0.569  -0.390
O -5.192 -4.939 -2.407  -0.823
P -4.081 -4.176 -1.828  0.194
N -4.058 -2.577 -2.370  0.371
C -4.580 -2.353 -3.729  -0.985
C -2.940 -1.651 -2.080  -0.586
N -2.566 -4.861 -2.210  0.573
C -1.313 -4.268 -1.791  -1.079
C -2.439 -5.732 -3.350  -1.117
N -3.991 -4.086 -0.128  0.405
C -3.311 -5.171 0.579  -0.895
C -4.768 -3.076 0.614  -1.084
H -3.982 -2.747 -4.554  0.293
H -4.713 -1.280 -3.882  0.286
H -5.561 -2.825 -3.762  0.357
H -2.157 -1.699 -2.838  0.380
H -2.530 -1.953 -1.118  -0.237
H -3.270 -0.616 -1.994  0.204
H -0.677 -5.070 -1.403  0.744
H -0.825 -3.700 -2.583  0.460
H -1.463 -3.695 -0.875  -0.349
H -1.621 -6.445 -3.227  0.331
H -3.302 -6.388 -3.475  0.342
H -2.373 -5.187 -4.297  0.325
H -2.238 -4.980 0.664  0.143
H -3.681 -5.342 1.591  0.464
H -3.468 -6.108 0.044  0.309
H -4.445 -2.094 0.269  0.278
H -4.452 -3.144 1.656  0.411
H -5.818 -3.357 0.557  0.273
O -2.037 3.858 -0.171  0.246
P -2.661 3.868 1.182  -0.610
N -3.971 2.815 1.388  0.228
C -5.257 3.144 0.800  -0.976
C -3.623 1.375 1.349  -0.832
N -3.357 5.348 1.530  0.149
C -3.713 5.743 2.879  -1.104
C -3.765 6.274 0.484  -0.924
N -1.604 3.492 2.436  0.537
C -0.216 3.279 2.039  -0.517
C -2.000 3.145 3.801  -0.725
H -5.943 2.346 1.070  0.486
H -5.223 3.308 -0.285  0.251
H -5.570 4.109 1.202  0.273
H -2.626 1.331 0.902  0.193
H -4.404 0.868 0.786  0.569
H -3.517 0.895 2.324  0.041
H -4.364 6.613 2.880  0.399
H -4.219 4.973 3.471  0.401
H -2.843 5.921 3.517  0.309
H -4.636 6.818 0.845  0.384
H -3.003 6.924 0.049  0.275
H -4.155 5.774 -0.410  0.283
H 0.405 2.960 2.876  0.362
H -0.203 2.388 1.404  -0.030
H 0.251 4.144 1.572  0.127
H -2.621 3.922 4.238  0.240
H -1.190 2.851 4.462  0.381
H -2.661 2.272 3.786  0.205
O -0.642 3.946 -2.789  -0.798
P 0.755 4.425 -2.976  -0.078
N 1.956 3.432 -2.348  0.516
C 2.130 2.131 -3.018  -1.328
C 2.232 3.362 -0.912  -1.296
N 1.030 5.882 -2.110  0.332
C 0.238 6.223 -0.966  -0.720
C 2.280 6.629 -2.294  -1.160
N 1.199 4.853 -4.536  0.377
C 2.541 4.686 -5.063  -1.159
C 0.204 5.444 -5.449  -0.999
H 2.180 2.229 -4.103  0.460
H 1.471 1.361 -2.620  0.140
H 3.181 1.880 -2.844  0.576
H 3.035 2.645 -0.753  0.447
H 1.324 3.079 -0.375  0.427
H 2.561 4.340 -0.560  0.253
H 0.794 6.029 -0.042  0.321
H -0.073 7.273 -0.939  0.448
H -0.695 5.664 -1.030  -0.114
H 2.522 7.150 -1.367  0.443
H 3.062 5.954 -2.636  0.351
H 2.089 7.448 -2.992  0.269
H 3.010 5.622 -5.370  0.326
H 3.136 4.213 -4.285  0.367
H 2.510 3.974 -5.892  0.443
H 0.222 6.526 -5.291  0.311
H -0.811 5.125 -5.224  0.210
H 0.532 5.254 -6.469  0.345
O 2.950 -1.740 3.168  -1.043
P 1.634 -2.142 3.708  -0.057
N 0.902 -3.394 2.815  0.486
C -0.252 -4.077 3.353  -1.007
C 1.143 -3.648 1.387  -0.650
N 0.476 -0.889 3.796  0.498
C -0.433 -0.572 2.671  -0.429
C 0.857 0.326 4.524  -1.022
N 1.735 -2.725 5.275  0.446
C 0.694 -2.657 6.301  -1.086
C 2.944 -3.456 5.714  -1.172
H 0.028 -4.781 4.140  0.205
H -0.685 -4.674 2.551  0.413
H -1.002 -3.375 3.726  0.303
H 2.164 -3.452 1.099  -0.399
H 0.480 -3.048 0.772  0.575
H 1.091 -4.720 1.189  0.508
H -1.268 0.070 2.951  0.442
H 0.152 0.006 1.944  -0.072
H -0.704 -1.479 2.133  -0.044
H 0.001 0.937 4.812  0.206
H 1.364 -0.057 5.409  0.445
H 1.512 0.968 3.926  0.254
H 0.708 -3.447 7.052  0.366
H 0.860 -1.727 6.856  0.331
H -0.304 -2.582 5.872  0.318
H 2.696 -4.517 5.656  0.314
H 3.293 -3.186 6.710  0.390
H 3.717 -3.191 4.994  0.290
O 3.713 -4.766 -0.251  -0.872
P 3.926 -3.373 -0.687  0.309
N 2.537 -2.367 -0.674  1.454
C 1.509 -2.807 -1.656  -2.161
C 2.068 -1.505 0.406  -1.746
N 4.412 -3.225 -2.310  0.373
C 4.497 -1.904 -2.919  -0.927
C 4.908 -4.357 -3.073  -1.173
N 5.072 -2.546 0.202  0.492
C 5.388 -1.146 0.016  -0.888
C 6.081 -3.356 0.876  -1.158
H 1.827 -2.613 -2.682  0.304
H 0.620 -2.222 -1.428  0.646
H 1.356 -3.875 -1.504  0.555
H 2.619 -1.698 1.320  0.722
H 1.055 -1.732 0.695  0.196
H 2.204 -0.481 0.050  0.440
H 4.169 -2.045 -3.954  0.518
H 3.803 -1.135 -2.577  0.133
H 5.481 -1.430 -2.895  0.258
H 5.573 -3.972 -3.847  0.444
H 5.442 -5.055 -2.432  0.277
H 4.055 -4.815 -3.580  0.303
H 5.395 -0.659 0.997  0.261
H 6.382 -1.001 -0.416  0.330
H 4.646 -0.605 -0.566  0.134
H 7.033 -3.369 0.341  0.276
H 5.691 -4.367 0.987  0.361
H 6.169 -3.018 1.911  0.312

## Properties
* net charge: +1
* multiplicity: 1
* energy above the lowest of the compared OMol25 structures with the same formula, charge and spin: 90.42 kcal per mole
* E_HOMO: -9.5 eV
* LUMO energy: -0.133 Eh
* max |F|: 4.002 eV/Å
* Kohn-Sham gap: 5.9 eV

This record from the OMol25 dataset describes a molecular structure, C31H18Cl5MnNO7PS in a non-equilibrium geometry. The level of theory is ωB97M-V/def2-TZVPD.

Each line ends with the Mulliken charge.
Atoms and positions in Å:
Mn -0.377 -0.869 -1.699  0.380
Cl -1.783 -2.495 -3.636  -0.198
C -0.217 -2.126 -4.275  1.424
C 0.373 -0.966 -3.757  -1.847
C 1.635 -0.679 -4.280  1.339
Cl 2.441 0.759 -3.774  -0.165
C 2.301 -1.503 -5.183  -0.516
Cl 3.880 -1.109 -5.734  -0.206
C 1.683 -2.665 -5.630  0.693
Cl 2.509 -3.719 -6.699  -0.222
C 0.397 -2.970 -5.189  -0.466
Cl -0.378 -4.393 -5.753  -0.217
O -0.993 1.177 -1.737  -0.486
C -0.177 2.139 -1.812  -1.034
C 1.138 2.190 -1.270  1.874
C 1.933 3.324 -1.463  -0.737
C 3.264 3.341 -1.072  -0.820
C 3.841 2.204 -0.476  -0.559
C 3.087 1.090 -0.260  -0.704
C 1.718 1.023 -0.635  0.317
O 1.055 -0.043 -0.408  0.404
N 4.061 4.491 -1.270  1.044
O 3.542 5.495 -1.744  -0.663
O 5.242 4.441 -0.936  -0.677
H -0.478 3.008 -2.415  0.249
H 1.513 4.188 -1.955  0.520
H 4.882 2.249 -0.193  0.496
H 3.510 0.211 0.198  0.456
O -1.520 -2.556 -0.648  -0.542
S -0.207 -3.168 -0.352  1.631
O -0.244 -4.597 -0.208  -0.777
O 0.762 -2.684 -1.355  -0.682
C 0.292 -2.526 1.245  -0.089
C 1.267 -3.231 1.924  -0.745
C 1.582 -2.881 3.226  -0.821
C 0.869 -1.868 3.851  -0.680
C -0.092 -1.155 3.155  -0.393
C -0.359 -1.445 1.816  0.740
P -1.476 -0.382 0.808  0.961
C -3.006 -0.782 1.750  0.436
C -3.688 -1.947 1.401  -0.605
C -4.855 -2.303 2.052  -0.791
C -5.366 -1.492 3.054  -0.471
C -4.696 -0.331 3.406  -0.721
C -3.523 0.022 2.761  -0.427
C -1.035 1.289 1.423  0.825
C -1.921 2.321 1.117  -0.535
C -1.578 3.640 1.344  -0.855
C -0.331 3.956 1.858  -0.633
C 0.562 2.941 2.150  -0.597
C 0.216 1.619 1.933  -0.564
H 1.750 -4.049 1.413  0.519
H 2.360 -3.407 3.759  0.393
H 1.070 -1.623 4.885  0.410
H -0.643 -0.366 3.647  0.488
H -3.293 -2.569 0.610  0.413
H -5.375 -3.210 1.773  0.429
H -6.289 -1.757 3.554  0.370
H -5.090 0.308 4.186  0.398
H -3.011 0.932 3.041  0.322
H -2.879 2.073 0.678  0.522
H -2.279 4.427 1.108  0.405
H -0.051 4.988 2.014  0.413
H 1.543 3.180 2.535  0.421
H 0.937 0.844 2.148  0.152

## Properties
* net charge: -1
* multiplicity: 6
* E_HOMO (alpha / beta): -5.3 / -5.9 eV
* expectation value of S²: 8.756
* LUMO energy (alpha / beta): 0.069 / 0.069 Eh
* max |F|: 2.553 eV/Å
* Kohn-Sham gap (alpha / beta): 7.2 / 7.8 eV

This record from the OMol25 dataset describes a molecular structure, C31H19Cl2CoF12N3O4S in a non-equilibrium geometry. The level of theory is ωB97M-V/def2-TZVPD.

Each line ends with the Mulliken charge.
Atoms and positions in Å:
Co 0.499 -0.444 -0.184  0.532
C -1.750 5.938 0.018  -1.579
C -1.435 4.493 0.306  0.512
C -1.089 4.062 1.581  -1.364
C -0.847 2.725 1.843  -0.813
C -0.959 1.753 0.840  0.469
N -0.775 0.402 1.107  0.901
C -1.452 -0.244 2.095  1.355
C -2.426 0.424 2.879  -1.061
C -2.950 -0.134 4.025  -1.121
C -2.593 -1.413 4.431  0.366
C -3.045 -1.980 5.751  -1.603
C -1.828 -2.158 3.543  -0.648
C -1.293 -1.625 2.377  -0.901
C -0.662 -2.576 1.363  2.043
O -0.244 -2.042 0.184  -0.815
C -1.763 -3.604 0.911  0.597
F -2.913 -2.964 0.637  -0.253
F -2.069 -4.558 1.826  -0.274
F -1.391 -4.256 -0.202  -0.268
C 0.528 -3.344 2.036  0.582
F 1.217 -4.047 1.124  -0.279
F 0.172 -4.236 3.002  -0.296
F 1.354 -2.480 2.638  -0.247
C -1.259 2.192 -0.460  -1.372
C -1.502 3.539 -0.701  -0.793
C -1.430 1.158 -1.584  1.585
O -0.851 -0.051 -1.417  -0.550
C -0.935 1.746 -2.961  0.572
F 0.145 2.551 -2.833  -0.222
F -0.586 0.769 -3.804  -0.257
F -1.877 2.490 -3.605  -0.294
C -2.968 0.885 -1.702  0.436
F -3.387 0.221 -0.620  -0.148
F -3.264 0.144 -2.784  -0.301
F -3.726 2.011 -1.783  -0.281
H -1.899 6.498 0.941  0.380
H -2.656 6.017 -0.585  0.374
H -0.940 6.413 -0.543  0.296
H -1.024 4.782 2.393  0.424
H -0.587 2.403 2.842  1.168
H -2.753 1.404 2.565  0.563
H -3.655 0.440 4.619  0.283
H -3.703 -1.276 6.263  0.352
H -2.185 -2.176 6.397  0.313
H -3.578 -2.925 5.621  0.334
H -1.670 -3.203 3.773  0.472
H -1.777 3.867 -1.695  0.595
Cl 7.581 0.945 -0.468  -0.263
C 5.958 0.368 -0.233  0.319
C 5.762 -0.887 0.351  -0.767
C 4.487 -1.355 0.561  0.494
Cl 4.296 -2.900 1.292  -0.200
C 3.338 -0.608 0.182  -0.326
O 2.153 -1.063 0.364  -0.301
C 3.590 0.664 -0.427  0.878
C 2.491 1.435 -0.863  -0.124
O 1.300 1.130 -0.765  -0.686
C 4.901 1.137 -0.619  -1.050
H 6.604 -1.499 0.638  0.452
H 2.695 2.391 -1.354  0.366
H 5.057 2.109 -1.069  0.435
S 2.460 1.578 2.620  -0.213
C 2.136 2.670 3.837  0.070
N 1.701 3.939 3.463  -0.080
C 1.372 4.882 4.365  -0.013
C 1.502 4.606 5.689  -0.764
C 1.952 3.317 6.033  0.030
N 2.253 2.393 5.153  -0.534
H 1.526 4.078 2.477  0.264
H 1.014 5.825 3.977  0.457
H 1.257 5.343 6.439  0.370
H 2.063 3.021 7.070  0.419

## Properties
* net charge: -1
* multiplicity: 1
* E_HOMO (alpha / beta): -4.2 / -4.2 eV
* LUMO energy (alpha / beta): 0.057 / 0.057 Eh
* max |F|: 3.294 eV/Å
* Kohn-Sham gap (alpha / beta): 5.8 / 5.8 eV

This record from the OMol25 dataset describes a molecular structure, C31H20Br2F3N2O8S5Tb in a non-equilibrium geometry. The level of theory is ωB97M-V/def2-TZVPD.

Each line ends with the Mulliken charge.
Atoms and positions in Å:
Tb -0.232 0.397 0.224  0.594
Br -5.003 -1.157 1.758  -0.185
C -4.467 0.590 1.602  -0.347
C -5.379 1.601 1.996  -0.398
C -4.949 2.957 2.010  -0.204
Br -6.303 4.340 2.157  -0.278
C -3.622 3.305 1.801  0.383
C -3.042 4.579 1.884  -0.441
C -1.768 4.832 1.450  -1.311
C -1.003 3.799 0.931  -0.287
N -1.456 2.539 0.888  0.597
C -2.752 2.307 1.261  0.309
C -3.195 0.956 1.166  0.677
O -2.322 0.009 0.761  -0.706
H -6.413 1.419 2.247  0.386
H -3.621 5.388 2.311  0.347
H -1.330 5.813 1.388  0.445
H 0.026 3.975 0.624  0.516
O 4.902 1.948 5.851  -0.646
C 4.043 1.873 5.020  0.547
S 3.922 2.609 3.350  -0.208
C 2.457 1.887 2.829  -0.050
C 1.713 1.106 3.759  0.072
S 0.212 0.433 3.444  -0.438
S 2.500 0.981 5.328  -0.225
S 2.072 2.178 1.191  -0.433
O 0.483 6.322 -2.448  -0.706
S 0.936 5.051 -3.008  1.195
O 2.164 5.076 -3.772  -0.706
N 1.080 3.917 -1.846  -0.343
C 0.335 2.832 -2.175  0.114
O 0.327 1.685 -1.518  0.211
C -0.567 3.037 -3.302  0.587
C -1.707 2.293 -3.684  -0.227
C -2.477 2.717 -4.786  -0.783
C -2.113 3.868 -5.504  -0.456
C -1.127 4.712 -5.014  -0.522
C -0.319 4.247 -3.987  0.001
H -1.990 1.385 -3.084  0.240
H -3.325 2.105 -5.106  0.359
H -2.628 4.049 -6.419  0.410
H -0.998 5.724 -5.353  0.406
F 1.747 -2.212 -3.769  -0.273
C 1.423 -1.007 -3.303  0.891
F 2.258 -0.754 -2.255  -0.231
F 1.613 -0.010 -4.247  -0.270
C -0.114 -0.961 -2.876  0.430
O -0.830 -0.890 -3.860  -0.662
O -0.426 -1.088 -1.636  -0.646
C 1.710 -7.862 2.284  -1.349
C 1.875 -6.504 1.723  0.571
C 1.826 -5.387 2.527  -0.975
C 1.754 -4.073 2.109  0.726
C 1.789 -2.974 3.170  -1.112
C 1.716 -3.864 0.685  0.338
C 1.287 -2.609 0.105  0.594
O 0.936 -1.555 0.751  -0.170
C 1.948 -4.978 -0.167  1.225
C 2.229 -4.705 -1.620  -1.812
C 1.969 -6.239 0.281  -0.793
H 0.831 -7.892 2.921  0.360
H 2.612 -8.214 2.831  0.278
H 1.510 -8.584 1.464  0.341
H 1.685 -5.594 3.581  0.303
H 2.631 -2.251 3.130  0.322
H 1.799 -3.414 4.186  0.281
H 0.876 -2.324 3.140  0.056
H 1.241 -2.593 -0.963  -0.246
H 3.084 -3.992 -1.705  0.383
H 1.369 -4.433 -2.194  0.371
H 2.600 -5.640 -2.071  0.367
H 1.986 -7.082 -0.446  0.206

## Properties
* net charge: -2
* multiplicity: 7
* energy above the lowest of the compared OMol25 structures with the same formula, charge and spin: 0.00 kcal per mole
* E_HOMO (alpha / beta): -0.7 / -0.7 eV
* expectation value of S²: 12.675
* LUMO energy (alpha / beta): 0.108 / 0.108 Eh
* max |F|: 4.426 eV/Å
* Kohn-Sham gap (alpha / beta): 3.7 / 3.6 eV

This record from the OMol25 dataset describes a molecular structure, C31H21BrCsF5N8O3S4 in a non-equilibrium geometry. The level of theory is ωB97M-V/def2-TZVPD.

Each line ends with the Mulliken charge.
Atoms and positions in Å:
Cs 0.496 0.207 -0.015  1.494
O 4.397 0.200 2.972  -0.840
C 3.151 0.093 2.797  0.238
N 2.221 0.987 2.516  -0.164
C 2.230 2.315 2.700  0.050
O 3.154 3.145 2.845  -0.697
C 0.860 2.895 2.504  0.325
C 0.579 4.147 3.186  -0.620
C -0.663 4.721 2.984  -0.348
C -1.549 4.148 2.097  -0.776
C -1.228 2.942 1.487  -0.333
N -0.018 2.396 1.650  0.210
C 2.571 -1.341 2.929  0.292
C 2.982 -2.086 4.041  -0.576
C 2.454 -3.346 4.210  -0.322
C 1.608 -3.887 3.210  -0.606
C 1.312 -3.051 2.083  -0.280
N 1.730 -1.822 1.961  0.096
H 1.339 4.480 3.890  0.424
H -0.886 5.679 3.436  0.370
H -2.453 4.605 1.815  0.456
H -1.879 2.478 0.762  0.345
H 3.673 -1.608 4.757  0.346
H 2.760 -3.979 5.029  0.391
H 1.211 -4.909 3.269  0.335
H 0.627 -3.485 1.311  0.357
O -2.810 3.505 -5.403  -0.552
C -2.431 3.185 -4.110  1.133
C -1.401 3.931 -3.501  -0.440
C -1.000 3.538 -2.283  -0.546
N -1.575 2.538 -1.599  -0.147
C -2.566 1.849 -2.170  0.017
Br -3.571 0.583 -1.190  -0.115
C -3.036 2.145 -3.460  -0.661
H -2.452 4.368 -5.680  0.291
H -0.974 4.748 -4.102  0.142
H -0.251 4.113 -1.697  0.371
H -3.876 1.575 -3.862  0.406
S 5.406 -1.211 0.155  -0.460
C 5.787 0.340 -0.258  0.342
N 5.389 1.316 0.639  0.202
C 5.689 2.619 0.411  -0.006
C 6.344 2.963 -0.739  -0.610
C 6.681 1.989 -1.666  -0.049
N 6.350 0.691 -1.459  -0.588
H 5.042 0.923 1.547  0.034
H 5.255 3.336 1.105  0.447
H 6.704 4.007 -0.909  0.296
H 7.230 2.178 -2.567  0.409
F 2.680 2.191 -1.931  -0.170
C 1.834 1.937 -2.981  -0.512
F 1.984 0.608 -3.237  -0.306
C 2.286 2.887 -4.152  0.871
F 3.552 2.711 -4.485  -0.269
F 1.522 2.587 -5.276  -0.305
F 2.003 4.135 -3.710  -0.250
S -5.678 -5.632 3.078  -0.433
C -4.506 -4.683 2.345  0.202
S -3.494 -3.653 3.333  -0.143
C -2.746 -2.944 1.903  -0.043
N -3.147 -3.582 0.789  -0.773
N -4.187 -4.444 1.046  0.531
C -4.845 -5.005 -0.048  0.531
C -6.234 -5.324 -0.107  -0.471
C -6.781 -5.862 -1.322  -0.451
C -5.965 -6.232 -2.406  -0.417
C -4.642 -5.786 -2.363  -0.427
C -4.131 -5.079 -1.266  -0.410
S -1.798 -1.535 1.901  -0.379
H -6.900 -5.255 0.729  0.271
H -7.857 -5.965 -1.513  0.310
H -6.393 -6.672 -3.340  0.292
H -4.078 -5.856 -3.306  0.291
H -3.095 -4.697 -1.310  0.376

## Properties
* net charge: -2
* multiplicity: 1
* energy above the lowest of the compared OMol25 structures with the same formula, charge and spin: 37.20 kcal per mole
* E_HOMO: -1.1 eV
* LUMO energy: 0.131 Eh
* max |F|: 5.092 eV/Å
* Kohn-Sham gap: 4.7 eV

Which of these has the highest net charge?
C30H91CaN15O6P5

What is the formula in the third record?
C31H19Cl2CoF12N3O4S

Look up the multiplicity of the fourth one.
7

The lowest max |F| belongs to which entry?
C31H18Cl5MnNO7PS